# 1
The following is a DFT calculation (ωB97M-V/def2-TZVPD) of one molecule with the formula C4H11N3O in a non-equilibrium geometry.

Each line ends with the Mulliken charge.
Element x y z (Å)
N -0.2934 2.4585 -1.6034  -0.5480
C -0.5466 2.2911 -0.2131  -0.4975
C -0.1654 0.9032 0.4400  -0.3948
N 0.4332 0.0349 -0.5605  -0.2133
C 0.5474 -1.4196 -0.4694  -0.5501
C 0.5044 -1.9996 0.9175  0.4207
N -0.5148 -2.8675 1.2825  -0.4565
O 1.4696 -1.9440 1.6603  -0.5841
H 0.5991 2.7855 -1.9168  0.2265
H -0.6530 1.7013 -2.1580  0.2340
H -0.0092 3.0246 0.3854  0.3039
H -1.5713 2.5387 0.0771  0.2584
H -1.0089 0.3425 0.8734  0.3383
H 0.5419 1.1564 1.2470  0.2104
H 1.3128 0.3516 -0.9318  0.2350
H 1.5669 -1.6931 -0.7660  0.2166
H -0.1881 -1.8857 -1.1573  0.3281
H -0.7447 -2.8429 2.2634  0.2487
H -1.2800 -2.9357 0.6298  0.2237

Values from the calculation:
- total energy (a.u.) = -398.4919
- max |F| (eV/Å) = 2.4
- ΔE to the lowest compared entry with this formula, charge and spin (kJ/mol) = 163.37
- HOMO (eV) = -8.646
- frontier orbital gap (eV) = 9.439



# 2
The following is a DFT calculation (ωB97M-V/def2-TZVPD) of one molecule with the formula C4H11N3O in a non-equilibrium geometry.

Each line ends with the Mulliken charge.
Element x y z (Å)
C -0.6365 -2.5148 -0.1241  -1.3791
C -0.1210 -1.0917 -0.4389  0.2447
C 1.4221 -0.9822 -0.9616  -0.5214
N 1.7794 0.3891 -1.3597  -0.6701
N -0.2959 -0.2000 0.7185  -0.2049
C -0.7004 1.1586 0.6427  0.4750
N -0.5139 1.7977 1.8487  -0.3979
O -1.0493 1.7479 -0.3890  -0.6039
H 0.1408 -3.1583 0.4787  0.2784
H -1.5866 -2.4196 0.3806  0.4146
H -0.8531 -3.0079 -1.1086  0.3690
H -0.8408 -0.8124 -1.2641  0.2082
H 2.1965 -1.4113 -0.2500  0.2629
H 1.4501 -1.6963 -1.8550  0.3100
H 1.2871 0.8275 -2.0761  0.2946
H 1.4125 0.9614 -0.6633  0.2514
H -0.1205 -0.6692 1.6180  0.2749
H -0.2335 1.3944 2.6571  0.1460
H -1.0308 2.6812 2.0341  0.2475

Values from the calculation:
- total energy (a.u.) = -398.5136
- max |F| (eV/Å) = 4.4
- ΔE to the lowest compared entry with this formula, charge and spin (kJ/mol) = 106.53
- HOMO (eV) = -8.963
- frontier orbital gap (eV) = 9.706



# 3
The following is a DFT calculation (ωB97M-V/def2-TZVPD) of one molecule with the formula C4H11N3O in a non-equilibrium geometry.

Each line ends with the Mulliken charge.
Element x y z (Å)
C -0.6738 0.2002 -0.6930  0.3641
C 2.0941 0.5083 0.6473  -1.1651
C -0.5062 1.6430 -0.3145  -1.3722
N 0.2536 -0.8073 -0.5049  0.3014
C 1.4117 -0.7961 0.2912  0.7686
N -0.3882 -2.0436 -0.7307  -1.0628
N -2.0756 -0.5042 0.2591  -0.6888
O 1.8991 -1.8559 0.6393  -0.6252
H -1.1447 0.0479 -1.6610  0.3704
H 0.3260 -2.7505 -0.5738  0.2245
H -1.5742 -1.6128 -0.0276  0.4356
H -2.0352 -0.2679 1.2420  0.2428
H -2.9794 -0.2687 -0.1280  0.2561
H 2.1023 1.2196 -0.1742  0.3267
H 1.6311 0.9682 1.5214  0.2499
H 3.1189 0.2614 0.9158  0.3382
H -0.2561 1.7827 0.7337  0.3000
H 0.2488 2.1267 -0.9359  0.3584
H -1.4521 2.1492 -0.5061  0.3773

Values from the calculation:
- total energy (a.u.) = -398.4120
- max |F| (eV/Å) = 1.9
- ΔE to the lowest compared entry with this formula, charge and spin (kJ/mol) = 373.16
- HOMO (eV) = -6.987
- frontier orbital gap (eV) = 7.583



# 4
The following is a DFT calculation (ωB97M-V/def2-TZVPD) of one molecule with the formula C4H11N3O in a non-equilibrium geometry.

Each line ends with the Mulliken charge.
Element x y z (Å)
H 2.2650 -2.2441 0.4288  0.2225
N 1.6166 -1.8296 -0.2519  -0.6988
C 0.5530 -1.4215 0.3661  0.7184
N 0.3695 -1.6785 1.7080  -0.5962
C -0.7224 -0.9401 -0.4000  -0.6954
N -0.7736 0.4820 -0.0695  -0.1422
C -1.9858 1.1247 -0.5475  -0.8864
O 0.3485 0.9666 -1.0240  -0.2757
C 1.4318 1.6423 -0.4059  -0.6852
H 1.2100 -1.6748 2.2711  0.2209
H -0.3878 -1.1524 2.1368  0.2488
H -1.5880 -1.4725 0.0104  0.4369
H -0.6025 -1.1775 -1.4632  0.3650
H -2.8191 0.8050 0.0917  0.3559
H -2.2161 0.8860 -1.5924  0.3266
H -1.9046 2.2105 -0.4268  0.2708
H 1.2470 1.9203 0.6374  0.3014
H 1.6389 2.5460 -0.9872  0.2412
H 2.3196 1.0074 -0.4819  0.2715

Values from the calculation:
- total energy (a.u.) = -398.4248
- max |F| (eV/Å) = 2.7
- ΔE to the lowest compared entry with this formula, charge and spin (kJ/mol) = 339.78
- HOMO (eV) = -9.230
- frontier orbital gap (eV) = 10.180